{
  "formula": "C20H36CdCl2N2O3P",
  "method": "the ωB97M-V functional and the def2-TZVPD basis",
  "e_tot_ev": -69346.0762,
  "e_lumo_ev": 2.14,
  "orbital_gap_ev": 4.75,
  "total_charge": -1,
  "symbols": ["O", "C", "C", "C", "H", "C", "H", "C", "H", "C", "H", "C", "H", "H", "C", "C", "H", "H", "H", "C", "C", "H", "H", "H", "H", "Cd", "Cl", "Cl", "H", "H", "C", "C", "N", "H", "C", "O", "H", "H", "H", "H", "H", "H", "C", "C", "N", "H", "C", "O", "H", "H", "H", "H", "C", "P", "C", "C", "H", "H", "H", "H", "H", "H", "H", "H", "H"],
  "xyz": [[0.034, 1.212, -2.733], [-0.462, 0.984, -3.843], [-0.201, 1.632, -5.184], [0.948, 2.432, -5.280], [1.747, 2.294, -4.547], [1.059, 3.420, -6.264], [1.922, 4.084, -6.244], [0.068, 3.566, -7.247], [0.135, 4.376, -7.979], [-1.000, 2.658, -7.261], [-1.731, 2.743, -8.075], [-1.129, 1.683, -6.260], [-1.947, 0.957, -6.324], [-1.209, 0.174, -3.862], [-2.386, 1.994, 0.283], [-2.055, 0.907, 1.209], [-3.353, 2.459, 0.496], [-2.416, 1.561, -0.730], [-1.597, 2.755, 0.313], [-2.703, 0.341, 2.217], [-3.954, 0.909, 2.903], [-2.380, -0.636, 2.627], [-4.432, 1.705, 2.296], [-3.717, 1.329, 3.900], [-4.682, 0.098, 3.086], [-0.038, 0.179, 0.234], [1.399, 2.242, 0.795], [-1.404, -1.131, -1.385], [3.594, 0.073, -2.236], [5.277, 0.988, -0.796], [2.824, 0.154, -1.469], [4.589, 1.028, 0.055], [3.508, 0.077, -0.183], [2.104, -0.658, -1.552], [3.023, -0.645, 0.827], [1.864, -1.130, 0.881], [5.122, 0.753, 0.975], [3.732, -0.796, 1.667], [2.294, 1.105, -1.557], [4.197, 2.051, 0.167], [-1.554, -5.441, 2.507], [-0.570, -6.148, 0.241], [-2.012, -4.608, 1.973], [-1.047, -5.260, -0.189], [-1.194, -4.243, 0.838], [-2.172, -3.768, 2.647], [-0.682, -3.013, 0.708], [-0.771, -2.092, 1.537], [-0.455, -4.848, -1.013], [-0.179, -2.855, -0.260], [-2.967, -4.994, 1.616], [-2.040, -5.569, -0.533], [2.074, 0.377, 3.883], [0.316, 0.208, 3.385], [0.136, -1.309, 4.437], [-0.212, 1.605, 4.462], [2.629, -0.528, 3.632], [2.079, 0.519, 4.970], [2.519, 1.236, 3.380], [0.615, -1.149, 5.417], [-0.915, -1.590, 4.570], [0.648, -2.113, 3.889], [0.058, 1.366, 5.499], [0.335, 2.489, 4.113], [-1.285, 1.803, 4.374]],
  "nbo_charge": [-0.51, 0.41, -0.16, -0.16, 0.23, -0.21, 0.21, -0.20, 0.21, -0.23, 0.21, -0.18, 0.22, 0.15, -0.71, -0.43, 0.14, 0.22, 0.22, -0.35, -0.65, 0.19, 0.19, 0.18, 0.18, 1.55, -0.87, -0.86, 0.19, 0.18, -0.44, -0.40, -0.41, 0.24, 0.56, -0.71, 0.20, 0.13, 0.25, 0.24, 0.18, 0.18, -0.41, -0.39, -0.44, 0.25, 0.54, -0.66, 0.22, 0.15, 0.18, 0.19, -0.97, 0.93, -0.95, -0.96, 0.21, 0.19, 0.24, 0.18, 0.22, 0.23, 0.19, 0.24, 0.23]
}

---

{
  "formula": "C20H36F9NO8",
  "method": "the ωB97M-V functional and the def2-TZVPD basis",
  "e_tot_ev": -63640.6227,
  "e_lumo_ev": -0.17,
  "orbital_gap_ev": 9.15,
  "symbols": ["C", "N", "C", "O", "O", "C", "C", "C", "F", "F", "C", "F", "F", "C", "F", "F", "C", "F", "F", "F", "H", "H", "H", "H", "H", "H", "H", "H", "C", "O", "C", "C", "O", "C", "C", "O", "C", "H", "H", "H", "H", "H", "H", "H", "H", "H", "H", "H", "H", "H", "H", "C", "O", "C", "C", "O", "C", "C", "O", "C", "H", "H", "H", "H", "H", "H", "H", "H", "H", "H", "H", "H", "H", "H"],
  "xyz": [[4.833, -0.523, 7.841], [4.300, -0.503, 6.425], [2.904, 0.067, 6.332], [2.221, 0.175, 7.505], [2.225, 0.566, 5.130], [2.490, -0.259, 3.942], [1.305, -1.374, 3.615], [1.592, -2.855, 4.285], [2.811, -2.879, 5.170], [1.958, -3.750, 3.124], [0.265, -3.532, 4.968], [0.481, -4.996, 4.997], [-0.863, -3.307, 3.988], [-0.224, -2.862, 6.376], [-0.101, -1.386, 6.454], [-1.705, -3.149, 6.483], [0.450, -3.480, 7.733], [1.879, -3.148, 7.940], [0.213, -4.955, 7.919], [-0.285, -2.834, 8.885], [5.931, -0.928, 7.844], [4.729, 0.581, 8.261], [4.178, -1.252, 8.522], [4.945, -0.036, 5.750], [3.541, -0.772, 3.913], [2.470, 0.490, 3.012], [1.317, -1.496, 2.427], [0.213, -0.962, 3.861], [-3.501, -2.583, 1.548], [-3.351, -1.617, 0.520], [-2.680, -0.440, 0.978], [-2.104, 0.338, -0.206], [-0.871, -0.210, -0.692], [-0.982, -1.437, -1.428], [-1.564, -1.243, -2.830], [-2.985, -1.117, -2.769], [-3.516, -0.453, -3.904], [-4.098, -2.179, 2.370], [-4.014, -3.453, 1.129], [-2.521, -2.906, 1.913], [-1.871, -0.708, 1.668], [-3.416, 0.177, 1.502], [-1.855, 1.346, 0.144], [-2.829, 0.455, -1.014], [-1.528, -2.191, -0.858], [0.044, -1.803, -1.537], [-1.336, -2.117, -3.448], [-1.120, -0.350, -3.288], [-3.114, 0.565, -3.969], [-4.600, -0.384, -3.788], [-3.288, -1.008, -4.817], [-0.028, 2.286, -3.058], [0.448, 2.581, -4.362], [0.649, 1.402, -5.144], [0.673, 1.749, -6.634], [-0.637, 1.928, -7.189], [-1.311, 3.139, -6.819], [-0.739, 4.378, -7.512], [0.456, 4.809, -6.860], [1.279, 5.592, -7.709], [0.695, 1.669, -2.517], [-0.163, 3.229, -2.521], [-0.996, 1.779, -3.112], [-0.149, 0.676, -4.950], [1.612, 0.971, -4.850], [1.101, 0.895, -7.171], [1.312, 2.608, -6.846], [-1.346, 3.256, -5.734], [-2.345, 3.010, -7.157], [-1.461, 5.198, -7.455], [-0.539, 4.146, -8.565], [1.592, 5.004, -8.580], [2.174, 5.879, -7.152], [0.753, 6.494, -8.031]],
  "lowdin_charge": [-0.12, -0.04, -0.30, -0.05, -0.06, -0.16, -0.04, -0.16, 0.00, -0.02, -0.11, 0.05, 0.01, -0.08, 0.06, 0.03, -0.13, 0.05, 0.04, 0.03, 0.10, 0.11, 0.11, 0.12, 0.14, 0.15, 0.15, 0.15, -0.10, -0.20, -0.19, -0.17, -0.15, -0.16, -0.19, -0.20, -0.10, 0.09, 0.09, 0.07, 0.12, 0.13, 0.13, 0.12, 0.12, 0.13, 0.13, 0.08, 0.08, 0.09, 0.09, -0.10, -0.20, -0.19, -0.17, -0.14, -0.17, -0.19, -0.21, -0.11, 0.09, 0.09, 0.07, 0.11, 0.13, 0.13, 0.12, 0.12, 0.13, 0.12, 0.13, 0.09, 0.09, 0.09]
}

---

{
  "formula": "C20H36FNO4P",
  "method": "the ωB97M-V functional and the def2-TZVPD basis",
  "e_tot_ev": -42995.3152,
  "e_lumo_ev": -2.18,
  "orbital_gap_ev": 7.76,
  "total_charge": 1,
  "symbols": ["C", "C", "F", "O", "P", "O", "O", "O", "C", "C", "C", "C", "C", "C", "C", "C", "C", "H", "H", "H", "H", "H", "H", "H", "H", "H", "H", "H", "H", "H", "H", "H", "H", "C", "C", "C", "N", "C", "C", "C", "C", "C", "C", "H", "H", "H", "H", "H", "H", "H", "H", "H", "H", "H", "H", "H", "H", "H", "H", "H", "H", "H", "H"],
  "xyz": [[4.309, 3.365, 1.508], [3.046, 4.358, 1.837], [2.763, 5.283, 0.676], [1.849, 3.700, 2.371], [1.075, 2.646, 1.229], [1.794, 1.225, 1.048], [0.731, 3.344, -0.327], [-0.507, 2.255, 1.940], [-1.286, 1.401, 1.032], [-2.749, 1.141, 1.798], [-4.010, 1.042, 0.729], [-4.801, 2.507, 0.838], [-5.867, 2.689, 2.071], [-6.621, 4.169, 2.213], [-6.237, 5.346, 1.103], [-5.175, 5.117, -0.148], [-4.419, 3.645, -0.289], [5.115, 4.034, 0.935], [4.824, 3.060, 2.521], [4.071, 2.472, 0.792], [3.427, 5.091, 2.700], [1.607, 3.478, -0.805], [-1.481, 1.881, -0.031], [-0.797, 0.331, 0.936], [-2.906, 2.108, 2.479], [-2.698, 0.225, 2.540], [-3.659, 0.806, -0.365], [-4.714, 0.149, 1.065], [-6.110, 1.823, 2.855], [-7.364, 4.337, 3.110], [-6.752, 6.410, 1.228], [-4.889, 5.946, -0.937], [-3.637, 3.408, -1.148], [2.923, -6.240, -1.734], [3.477, -5.005, -1.032], [2.494, -4.362, -0.048], [1.601, -3.221, -0.621], [0.935, -3.633, -1.936], [0.130, -2.499, -2.558], [0.995, -1.264, -2.771], [1.658, -0.824, -1.474], [2.453, -1.953, -0.820], [0.532, -2.967, 0.460], [2.157, -5.997, -2.474], [3.727, -6.761, -2.261], [2.485, -6.941, -1.016], [3.863, -4.295, -1.769], [4.344, -5.341, -0.450], [3.050, -3.911, 0.784], [1.821, -5.120, 0.370], [1.732, -3.901, -2.634], [0.309, -4.509, -1.734], [-0.264, -2.832, -3.526], [-0.740, -2.251, -1.943], [0.385, -0.449, -3.175], [1.768, -1.484, -3.519], [0.899, -0.440, -0.784], [2.332, 0.015, -1.679], [2.828, -1.647, 0.162], [3.303, -2.223, -1.453], [1.043, -2.718, 1.395], [-0.059, -3.880, 0.578], [-0.115, -2.142, 0.156]],
  "nbo_charge": [-0.70, 0.45, -0.39, -0.73, 2.38, -1.10, -0.94, -0.75, -0.09, -0.43, -0.46, -0.02, -0.26, -0.21, -0.24, -0.21, -0.26, 0.25, 0.25, 0.25, 0.20, 0.52, 0.20, 0.18, 0.25, 0.22, 0.22, 0.23, 0.25, 0.24, 0.24, 0.24, 0.24, -0.61, -0.44, -0.20, -0.21, -0.22, -0.43, -0.41, -0.42, -0.22, -0.41, 0.20, 0.24, 0.21, 0.22, 0.24, 0.23, 0.22, 0.23, 0.23, 0.25, 0.21, 0.24, 0.20, 0.23, 0.25, 0.24, 0.22, 0.24, 0.23, 0.23]
}

---

{
  "formula": "C20H36IMoN5OP2S",
  "method": "the ωB97M-V functional and the def2-TZVPD basis",
  "e_tot_ev": -70180.6515,
  "e_lumo_ev": -6.02,
  "de_lowest_kj_mol": 113.6,
  "orbital_gap_ev": 7.18,
  "total_charge": 2,
  "symbols": ["Mo", "C", "P", "C", "C", "C", "C", "C", "C", "C", "P", "C", "C", "H", "H", "H", "H", "H", "H", "H", "H", "H", "H", "H", "H", "H", "H", "H", "H", "C", "C", "C", "C", "N", "H", "H", "H", "H", "H", "H", "H", "H", "H", "C", "C", "C", "N", "N", "C", "N", "S", "H", "H", "H", "H", "H", "H", "H", "N", "C", "O", "C", "I", "H", "H", "H", "H"],
  "xyz": [[-0.305, 0.102, 0.139], [0.394, -3.444, 0.079], [0.748, -1.901, 0.998], [2.555, -2.024, 1.233], [0.122, -2.210, 2.677], [0.357, -3.427, 3.308], [-0.072, -3.637, 4.605], [-0.716, -2.619, 5.289], [-0.954, -1.404, 4.672], [-0.549, -1.188, 3.359], [-0.888, 0.393, 2.508], [-2.608, 0.752, 3.024], [0.110, 1.584, 3.474], [0.901, -4.291, 0.541], [0.767, -3.335, -0.942], [-0.679, -3.635, 0.057], [2.806, -2.938, 1.774], [2.900, -1.158, 1.797], [3.047, -2.031, 0.261], [0.877, -4.213, 2.781], [0.108, -4.588, 5.081], [-1.028, -2.774, 6.309], [-1.458, -0.624, 5.224], [-2.636, 0.987, 4.089], [-3.251, -0.107, 2.829], [-3.000, 1.608, 2.473], [0.050, 1.343, 4.537], [-0.249, 2.604, 3.327], [1.147, 1.514, 3.137], [2.628, 3.094, 0.165], [2.096, 1.875, -0.606], [3.263, 0.895, -0.857], [1.503, 2.329, -1.961], [1.103, 1.174, 0.074], [3.473, 3.512, -0.374], [2.957, 2.804, 1.160], [1.861, 3.857, 0.251], [4.000, 1.333, -1.521], [2.872, -0.021, -1.298], [3.746, 0.655, 0.085], [2.294, 2.620, -2.645], [0.832, 3.176, -1.820], [0.931, 1.501, -2.396], [-4.089, -3.235, -0.245], [-4.033, -1.805, -0.795], [-2.724, -1.528, -1.438], [-1.677, -1.032, -0.833], [-0.599, -0.875, -1.635], [-0.772, -1.283, -2.864], [0.157, -1.224, -3.823], [-2.385, -1.932, -3.123], [-5.073, -3.434, 0.169], [-3.351, -3.373, 0.543], [-3.900, -3.956, -1.038], [-4.195, -1.089, 0.016], [-4.830, -1.679, -1.529], [1.072, -0.850, -3.630], [-0.016, -1.598, -4.740], [-2.749, 3.500, -1.470], [-1.855, 2.890, -0.692], [-1.621, 1.673, -0.817], [-1.178, 3.722, 0.350], [-2.631, 4.478, 1.798], [-3.240, 2.983, -2.184], [-2.951, 4.483, -1.380], [-0.703, 4.603, -0.075], [-0.453, 3.113, 0.892]],
  "nbo_charge": [0.54, -0.94, 1.11, -0.92, -0.36, -0.18, -0.17, -0.19, -0.13, -0.35, 1.05, -0.94, -0.92, 0.25, 0.24, 0.24, 0.25, 0.25, 0.25, 0.22, 0.24, 0.24, 0.21, 0.25, 0.25, 0.25, 0.26, 0.25, 0.25, -0.60, 0.04, -0.59, -0.59, -0.33, 0.24, 0.22, 0.21, 0.23, 0.19, 0.22, 0.24, 0.21, 0.19, -0.59, -0.47, 0.19, -0.32, -0.36, 0.28, -0.77, 0.45, 0.25, 0.21, 0.22, 0.25, 0.25, 0.43, 0.43, -0.76, 0.69, -0.67, -0.63, 0.16, 0.42, 0.42, 0.26, 0.25]
}

---

Q: Which formula does entry 2 have?
A: C20H36F9NO8